1.
A structure of composition C23H16Co2NO7 in a non-equilibrium geometry. Source: OMol25; level of theory: ωB97M-V/def2-TZVPD.

Properties
- Charge: -1
- Multiplicity: 1
- HOMO: -3.950 eV

Cartesian coordinates (Å):
O1 6.9900 6.6580 7.2179
C1 -2.0355 -1.7113 -2.3269
H1 0.9683 2.2764 1.8014
H2 -4.2536 1.4943 -2.2853
C2 -0.2150 0.3520 0.2620
O2 6.0000 8.1586 4.0925
H3 2.1940 1.1206 2.6637
C3 -2.1806 1.5733 -0.5418
H4 3.5412 -2.9464 0.3589
C4 1.4701 1.3154 1.8823
C5 -3.9438 -0.4607 -3.1563
H5 0.1075 -1.5588 -0.7359
H6 -4.8038 -0.3921 -3.8228
C6 -1.0707 1.4891 0.2839
O3 2.5547 6.1602 6.0611
C7 3.5657 3.0837 2.1045
H7 -2.8166 2.4600 -0.5140
N1 1.5209 -1.0150 1.2425
H8 6.2894 3.6253 3.6135
O4 5.1877 2.8612 6.9243
C8 0.9659 0.2669 1.1540
H9 2.3458 -3.4200 1.6009
C9 -3.1411 -1.6238 -3.1604
C10 -3.6386 0.5912 -2.3025
H10 2.7251 3.4287 1.5056
C11 3.6041 5.8100 5.7276
C12 -0.5364 -0.6847 -0.6281
O5 3.6624 -0.4437 1.8462
Co1 5.2445 5.2918 5.3143
C13 -1.6849 -0.6470 -1.4599
H11 0.9797 -1.8188 0.9496
H12 -3.3974 -2.4487 -3.8260
C14 6.3126 6.1080 6.4605
O6 2.1125 6.8059 2.9173
C15 -2.5235 0.5275 -1.4343
C16 5.3658 4.2164 3.6318
C17 3.1654 6.3287 2.8804
C18 2.8433 -1.2939 1.5278
C19 3.1915 -2.7578 1.3827
C20 5.3130 6.3804 1.2572
H13 3.8726 2.0367 2.0755
O7 5.6144 6.8034 0.2258
Co2 4.8239 5.7415 2.8605
H14 -0.8426 2.2955 0.9776
C21 5.2151 3.8178 6.2792
H15 4.0108 -2.9770 2.0700
H16 -1.4101 -2.6044 -2.3229
C22 5.5646 7.0892 3.9298
C23 4.3295 4.0023 2.7400



2.
A cluster of 2 separate species, C23H17BF3N2O12 in total in a non-equilibrium geometry. Source: OMol25; level of theory: ωB97M-V/def2-TZVPD.

Properties
- Charge: -1
- Multiplicity: 1
- HOMO: -4.810 eV

Cartesian coordinates (Å):
H1 -2.5368 -1.8630 -0.8462
O1 -1.4352 -1.4488 3.2612
O2 -3.6560 0.9421 3.2232
C1 -1.2321 -0.3743 2.7837
C2 -1.2934 -3.5036 -2.5767
C3 2.8119 -2.2331 3.2602
O3 2.4819 3.7222 0.0717
H2 1.5250 2.9765 -2.0809
C4 -1.5989 4.5992 -2.4990
O4 -0.6311 -0.2640 -2.4481
C5 1.4460 -2.9568 -3.1908
O5 1.5952 -1.7078 3.5516
C6 2.3931 -2.8231 5.3848
C7 0.4264 2.1163 0.3668
O6 -0.8868 -3.0788 -0.1454
N1 -1.3140 0.9228 3.4476
C8 0.9953 -2.8926 -1.7911
H3 2.8277 -2.0695 6.0471
C9 -0.4145 -3.1687 -1.4552
F1 0.2152 4.8927 -4.0656
H4 0.5629 -1.6601 5.3575
O7 0.5649 4.6292 1.1941
H5 1.7572 -2.6226 -1.0215
H6 3.1416 3.3046 0.6514
H7 2.4959 -2.7299 -3.4982
C10 -1.0056 -0.5570 0.0431
O8 -2.1421 -0.3587 -3.8996
B1 1.1573 3.5263 0.5738
H8 1.3632 1.3405 -2.7966
H9 0.8171 -3.3048 -5.3641
O9 -2.6071 2.7765 2.6309
C11 0.5209 -3.2774 -4.2938
H10 -2.3131 -2.0454 0.9238
H11 -1.3073 2.0849 -2.9403
C12 1.1233 -2.3538 4.7325
H12 2.2592 -3.7496 5.9426
H13 -1.6319 -3.8223 -4.7460
F2 -2.6548 3.8675 -2.0637
C13 -1.7550 -1.9245 -0.0493
F3 -1.5291 5.8917 -2.0680
N2 -1.9744 -0.3803 -2.7325
C14 -0.1127 1.3660 1.4961
H14 -2.3672 -3.7111 -2.3324
O10 0.6060 2.3051 3.7281
C15 -0.8066 0.0645 1.3416
C16 -2.5900 1.5677 3.0979
H15 -0.1387 2.1611 -4.3071
C17 -0.1341 1.6795 3.0337
C18 0.2375 1.4951 -0.9669
C19 -0.4783 0.2054 -1.1166
H16 1.1534 5.3891 1.0163
C20 -0.3697 2.5803 -3.2962
C21 0.7842 2.1656 -2.2835
C22 -0.6133 4.1185 -3.2880
H17 0.4683 -3.1795 4.4457
O11 3.4072 -2.0341 2.2473
O12 3.2661 -3.0194 4.2758
C23 -0.8740 -3.5764 -3.9674



3.
A structure of composition C23H17Br2IrN7O4. Source: OMol25; level of theory: ωB97M-V/def2-TZVPD.

Properties
- Charge: +1
- Multiplicity: 1
- HOMO: -10.992 eV

Cartesian coordinates (Å):
C1 -2.2177 1.2433 -1.4504
H1 -2.8393 0.5865 4.3230
O1 0.1504 -1.9149 -0.1360
H2 -1.4848 -3.3512 3.2109
C2 -2.3414 -0.0985 3.6521
C3 3.5166 -0.6165 3.1807
N1 -3.2980 1.0511 -2.2298
C4 -2.2572 -1.4538 3.9361
N2 -1.1337 -0.4286 1.6401
C5 -1.0410 -1.7395 1.9124
Br1 4.7072 -2.4053 5.0515
C6 -0.1656 3.3499 0.4992
C7 4.4042 1.5660 2.7779
Ir1 -0.0006 0.0880 0.0110
H3 2.4707 -1.4272 -4.1760
C8 3.4460 0.5970 2.5075
C9 1.5106 -0.6904 -2.4213
C10 2.2974 -0.5643 -3.5494
H4 -4.1274 -0.6976 -3.1660
C11 2.3696 0.8755 1.5044
N3 -1.5932 0.0962 -1.2607
H5 -2.6349 4.1612 -1.3089
H6 2.7922 -1.3948 2.9872
N4 5.3881 1.3942 3.6543
O2 2.3334 1.9388 0.8945
H7 -1.7874 1.4319 2.2359
O3 -0.1953 -3.7763 1.0512
Br2 3.3624 3.4198 -3.3167
H8 1.0674 -1.6314 -2.1273
O4 1.5121 -0.0885 1.3647
C12 -0.9820 4.3250 0.0141
C13 2.6216 1.7224 -2.9975
H9 -2.6957 -1.8512 4.8413
C14 -2.2862 -0.8767 -1.9328
C15 4.5391 -0.7906 4.0907
N5 -1.9037 3.6990 -0.7950
H10 -0.9884 5.3894 0.1648
H11 1.6867 2.3204 -1.1520
H12 -3.9574 1.7471 -2.5343
C16 -0.2999 -2.5878 0.8959
H13 6.2609 0.1108 5.0098
C17 -3.3504 -0.2886 -2.5460
H14 4.3664 2.5156 2.2592
H15 0.6924 3.4119 1.1449
C18 -1.5961 -2.2882 3.0495
C19 5.4524 0.2349 4.2992
C20 2.8592 0.6631 -3.8568
N6 -0.5844 2.1403 -0.0001
C21 -1.7635 0.3824 2.4931
C22 -1.6334 2.3828 -0.7780
H16 3.4793 0.7939 -4.7328
H17 -1.9693 -1.9049 -1.9234
C23 1.8370 1.5354 -1.8763
N7 1.2749 0.3497 -1.6081



4.
A structure of composition C23H17Br2N6SV in a non-equilibrium geometry. Source: OMol25; level of theory: ωB97M-V/def2-TZVPD.

Properties
- ⟨S²⟩: 4.02
- Charge: +1
- Multiplicity: 4
- HOMO (spin up / spin down): -9.611 / -9.731 eV

Cartesian coordinates (Å):
C1 2.2473 -2.2684 2.4811
N1 -1.9599 -0.4520 0.5141
C2 2.4484 -0.9239 2.3051
N2 -3.4898 -0.8701 -1.2358
Br1 6.2229 1.9932 -1.0511
N3 0.1302 3.2671 0.2144
C3 3.7049 1.2283 -2.1740
N4 1.6319 1.9872 -1.3707
H1 1.4826 0.9402 1.7378
C4 1.0215 -2.8487 2.1157
C5 4.3776 2.1970 -1.3973
N5 -3.9627 -1.8387 -0.3820
H2 -4.5747 -1.6618 0.3868
C6 2.3551 1.1761 -2.1755
Br2 -0.0631 7.8430 0.1765
C7 -1.0558 5.2391 0.7142
C8 1.3787 -0.1632 1.8060
H3 4.3535 0.5598 -2.6995
C9 -2.5657 -5.0282 0.5798
S1 -1.4272 0.6790 -1.8683
C10 -2.3705 -0.3129 -0.7605
H4 -4.0412 -3.7677 1.5456
H5 -1.8966 3.2747 0.7306
C11 -3.1660 -3.6440 -1.7710
H6 2.2019 5.8655 -0.2912
C12 -3.6483 -3.1729 -0.4986
C13 -0.9883 3.8776 0.6026
C14 1.2837 5.3444 0.0370
H7 2.9636 -2.9125 2.9279
N6 -0.7233 0.0598 0.6797
H8 -1.9283 5.7454 1.0851
C15 1.2145 3.9656 -0.1493
V1 -0.0114 1.3801 -0.3891
H9 -1.9798 -5.0507 -2.8185
H10 4.0679 4.1702 -0.4819
H11 3.3743 -0.4181 2.5155
C16 0.0912 5.9855 0.3437
C17 0.1713 -0.7471 1.3974
H12 -3.3467 -2.9710 -2.6152
C18 3.6231 3.2632 -0.8124
H13 1.7831 0.4272 -2.7854
H14 0.9156 -3.9541 2.2344
H15 -1.2966 -6.2066 -0.6840
H16 -2.0922 -5.4435 1.4690
C19 2.2094 3.0801 -0.7917
H17 -0.8362 -2.6133 0.9822
C20 -2.0198 -5.4010 -0.6372
C21 0.0300 -2.1288 1.4625
C22 -2.3921 -4.7542 -1.8531
C23 -3.4478 -3.9959 0.6488



5.
A structure of composition C23H17BrClN5O9SSc. Source: OMol25; level of theory: ωB97M-V/def2-TZVPD.

Properties
- Charge: -1
- Multiplicity: 1
- HOMO: -6.035 eV

Cartesian coordinates (Å):
C1 -3.0884 -3.6835 -0.9353
O1 -1.4871 -1.9416 -2.4110
C2 -3.4693 -4.7858 1.1421
C3 1.7278 -3.4353 1.9424
O2 2.7303 3.3504 1.4497
H1 -3.3103 -3.5237 -1.9815
C4 -2.6192 1.7269 -1.3701
O3 -0.4623 -1.2109 -0.5705
Br1 1.3119 -1.1986 3.6331
C5 2.0625 2.5102 0.8770
C6 2.5508 1.9179 -3.2949
H2 -1.7563 2.3586 4.4224
C7 2.3759 -3.2526 -0.3639
H3 2.6685 1.6867 -4.3444
O4 1.6458 -1.0928 -3.2735
C8 1.7143 1.1394 -2.5127
Cl1 -4.3444 -5.9656 2.0855
H4 1.8674 -3.7645 -2.3792
C9 -1.3140 -1.9442 -1.1858
C10 1.0202 -0.0735 -3.0878
C11 -1.7758 -3.1123 0.9964
C12 3.2170 2.9807 -2.7014
H5 3.8624 3.6190 -3.2913
C13 2.3093 -1.8754 -0.1939
H6 2.0711 -5.1154 0.6618
N1 1.5374 1.3602 -1.2099
O5 -3.3767 1.0820 2.5443
O6 -0.2562 0.1090 -3.3074
H7 -4.5932 -5.1958 -0.6341
C14 2.7179 -3.8418 -1.7012
C15 3.0559 3.1999 -1.3434
N2 1.9533 -1.2770 0.9444
H8 -1.0091 -2.5072 1.4568
O7 -1.2880 -0.0487 1.9077
S1 -1.9619 1.2108 2.4006
H9 3.5385 -3.3024 -2.1721
Sc1 -0.1849 0.6526 0.3040
H10 -0.1908 1.6943 3.8479
H11 -1.4169 0.6126 4.5934
N3 -1.4957 1.4579 -1.1474
C16 2.2191 2.3554 -0.6350
C17 -4.8468 2.2914 -1.0712
N4 -5.8585 2.5193 -0.5577
H12 -2.2495 -4.1925 2.7976
H13 1.4911 -4.0110 2.8248
C18 1.7040 -2.0513 1.9772
H14 2.9977 -4.8917 -1.6055
H15 -0.7732 -0.7421 -3.0958
C19 -2.0765 -2.9326 -0.3481
N5 -3.7661 2.0501 -1.7845
C20 -3.7965 -4.6137 -0.1928
O8 -1.4597 2.2544 1.5001
C21 -1.2529 1.4993 3.9850
O9 1.2237 1.6862 1.3905
H16 3.5594 3.9878 -0.8028
C22 2.0568 -4.0341 0.7387
H17 2.5240 -1.2277 -1.0295
C23 -2.4701 -4.0457 1.7495



6.
A structure of composition C23H17Cl3N3O5PtSe in a non-equilibrium geometry. Source: OMol25; level of theory: ωB97M-V/def2-TZVPD.

Properties
- Charge: -1
- Multiplicity: 1
- HOMO (spin up / spin down): -3.883 / -3.879 eV

Cartesian coordinates (Å):
H1 1.6606 -1.6042 3.4420
H2 -3.1366 -2.0720 1.3587
Cl1 2.3835 0.5866 -0.8872
H3 -4.3912 2.5434 -3.1330
C1 -0.4302 -2.3919 -1.1667
Cl2 2.5699 2.8181 0.8985
O1 1.0433 3.1916 -1.9516
C2 1.4373 -3.9253 -1.0225
C3 0.1578 -3.6392 -1.4308
C4 -0.2500 -2.1452 2.6606
C5 3.4617 -3.1658 0.3375
H4 -3.2653 4.2927 1.2730
C6 -3.4788 3.8921 0.2873
C7 -0.4504 0.5267 1.8881
C8 -2.4501 3.4524 -0.5275
H5 1.8806 -4.8851 -1.2586
Pt1 -0.0997 0.7686 -0.7684
Cl3 4.5006 2.4051 -1.0938
C9 2.2009 -2.9768 -0.2992
C10 0.6429 0.0933 2.6176
C11 -2.5183 -0.0858 0.5008
C12 -1.4665 -0.3916 1.5389
H6 -1.4603 -2.1704 -1.4177
N1 0.2793 -1.4164 -0.6396
H7 -0.4178 -4.3801 -1.9679
O2 -2.4000 -2.5811 1.7673
C13 0.1368 2.4820 -1.7054
C14 4.0005 -2.1073 1.0689
O3 1.2825 0.2756 -3.1462
H8 3.9584 -4.1244 0.2875
H9 3.4963 0.3168 -1.4610
C15 2.5368 -0.5015 -0.0132
C16 3.4414 -0.8395 1.0406
O4 -3.6548 -0.5516 0.5966
H10 -1.4278 3.4771 -0.1764
Se1 -1.4493 2.3233 -3.0296
H11 1.3923 0.8066 2.9324
O5 -2.1139 0.5840 -0.5327
H12 1.4728 0.8929 -0.2622
N2 -4.7635 3.8753 -0.0612
H13 -6.1102 3.3935 -1.5241
C17 0.7656 -1.2567 2.9421
H14 3.8110 0.0141 1.5981
H15 -0.1801 -3.1872 2.9453
C18 -5.0561 3.3970 -1.2662
H16 4.8804 -2.2736 1.6791
C19 -2.7714 2.9527 -1.7872
C20 -4.1096 2.9314 -2.1631
C21 1.6209 -1.7081 -0.2027
N3 1.7675 0.4391 -2.0347
H17 -0.6074 1.5864 1.7232
C22 -1.3950 -1.7097 1.9935
C23 3.0725 1.7718 -0.4473